This record from the OMol25 dataset describes the molecule C3H6N2O2. The level of theory is ωB97M-V with the def2-TZVPD basis set.

CARTESIAN COORDINATES (ANGSTROEM)
N: -0.89 -0.35 -1.23
C: -1.50 0.14 -0.11
O: -2.56 0.74 -0.16
N: -0.57 0.04 0.99
C: 0.73 -0.64 0.72
C: 1.88 0.27 0.29
O: 2.78 -0.03 -0.54
H: -0.59 0.57 -1.61
H: -0.31 -1.07 -1.11
H: -1.01 -0.14 1.95
H: 0.61 -1.59 0.18
H: 1.21 -1.11 1.66
H: 1.91 1.26 0.84

Energy ... -377.8519 a.u.
Lowest unoccupied orbital energy ... 0.2 eV
HOMO level ... -10.34 eV


This record from the OMol25 dataset describes the molecule C3H6N2O2. The level of theory is ωB97M-V with the def2-TZVPD basis set.

CARTESIAN COORDINATES (ANGSTROEM)
N: -0.05 -1.08 -1.35
C: 0.85 -1.11 -0.34
O: 1.91 -1.71 -0.38
C: 0.44 -0.31 0.91
N: 0.17 1.09 0.65
C: -1.06 1.48 0.22
O: -1.97 0.69 0.02
H: 0.17 -1.58 -2.20
H: -0.96 -0.66 -1.24
H: 1.24 -0.41 1.64
H: -0.48 -0.75 1.33
H: 0.91 1.78 0.70
H: -1.17 2.56 0.06

Energy ... -377.9431 a.u.
Lowest unoccupied orbital energy ... 0.7 eV
HOMO level ... -9.72 eV


This record from the OMol25 dataset describes the molecule C3H6N2O2. The level of theory is ωB97M-V with the def2-TZVPD basis set.

CARTESIAN COORDINATES (ANGSTROEM)
N: 1.57 1.17 0.50
C: 0.70 0.61 -0.44
C: 0.25 -1.06 -0.05
C: -1.25 -1.20 0.09
N: -1.72 0.02 0.04
O: -2.83 0.48 0.28
O: -0.60 1.07 -0.28
H: 2.17 1.83 0.12
H: 0.98 1.64 1.18
H: 1.25 0.54 -1.49
H: 0.41 -1.64 -0.97
H: 0.91 -1.38 0.74
H: -1.85 -2.08 0.26

Energy ... -377.7258 a.u.
Lowest unoccupied orbital energy ... 0.9 eV
HOMO level ... -8.97 eV


This record from the OMol25 dataset describes the molecule C3H6N2O2. The level of theory is ωB97M-V with the def2-TZVPD basis set.

CARTESIAN COORDINATES (ANGSTROEM)
C: 0.61 1.30 0.71
C: -0.34 0.32 0.11
C: 0.32 -1.03 -0.60
N: -0.39 -2.00 -1.30
N: 1.73 -1.19 -0.65
O: 2.37 -0.30 -0.10
O: 2.20 -2.24 -1.07
H: 1.02 1.92 -0.05
H: -0.08 1.92 1.20
H: 1.30 0.87 1.51
H: -1.34 -0.01 0.25
H: -1.40 -1.76 -1.46
H: -0.31 -2.99 -1.23

Energy ... -377.6937 a.u.
Lowest unoccupied orbital energy (alpha / beta) ... -0.8 / -0.7 eV
HOMO level (alpha / beta) ... -8.68 / -8.33 eV


This record from the OMol25 dataset describes the molecule C3H6N2O2. The level of theory is ωB97M-V with the def2-TZVPD basis set.

CARTESIAN COORDINATES (ANGSTROEM)
N: -2.12 -0.17 -0.21
C: -0.81 -0.13 -0.09
O: -0.26 0.98 -0.50
C: 0.02 -1.15 0.65
O: 0.62 -0.35 1.53
C: 1.13 1.12 -0.25
N: 1.90 0.70 -1.14
H: -2.64 0.63 -0.56
H: -2.63 -1.00 0.06
H: 0.67 -1.69 -0.08
H: -0.69 -1.92 1.05
H: 1.29 1.75 0.62
H: 2.86 0.93 -0.90

Energy ... -377.8170 a.u.
Lowest unoccupied orbital energy ... 0.5 eV
HOMO level ... -8.04 eV


This record from the OMol25 dataset describes the molecule C3H6N2O2. The level of theory is ωB97M-V with the def2-TZVPD basis set.

CARTESIAN COORDINATES (ANGSTROEM)
H: -2.95 -1.75 0.51
N: -3.19 -0.79 0.25
C: -2.22 0.00 0.17
N: -0.91 -0.28 0.49
C: 0.16 0.53 0.16
O: 0.13 1.67 -0.20
O: 1.24 -0.32 0.15
C: 2.44 0.20 -0.40
H: -2.39 1.03 -0.12
H: -0.54 -1.25 0.62
H: 2.48 -0.03 -1.48
H: 3.27 -0.29 0.11
H: 2.48 1.28 -0.26

Energy ... -377.9098 a.u.
Lowest unoccupied orbital energy ... 0.7 eV
HOMO level ... -10.13 eV


This record from the OMol25 dataset describes C3H6N2O2S as an isolated structure. The level of theory is ωB97M-V with the def2-TZVPD basis set.

CARTESIAN COORDINATES (ANGSTROEM)
C: -0.32 0.94 -0.15
C: 2.53 -0.99 1.09
C: -1.79 0.76 -0.21
N: 0.37 1.98 0.09
N: 0.36 -0.27 -0.31
O: 2.59 0.30 -1.33
O: 1.68 1.74 0.37
S: 1.98 0.14 -0.06
H: 3.56 -0.80 1.46
H: 1.82 -0.77 1.81
H: -2.29 1.67 0.23
H: -2.04 -0.21 0.30
H: -2.11 0.66 -1.19
H: 0.02 -1.07 0.22

Energy ... -775.9164 a.u.
Lowest unoccupied orbital energy ... 0.4 eV
HOMO level ... -9.13 eV


This record from the OMol25 dataset describes the molecule C3H6N2O2S. The level of theory is ωB97M-V with the def2-TZVPD basis set.

CARTESIAN COORDINATES (ANGSTROEM)
C: -2.23 -0.94 -1.21
S: -1.02 0.25 -0.64
C: 0.24 -0.85 -0.13
O: 0.21 -2.01 -0.37
N: 1.39 -0.33 0.46
C: 1.80 0.99 0.82
N: 0.86 1.93 0.95
O: 2.98 1.21 1.03
H: -1.87 -1.55 -2.07
H: -2.48 -1.64 -0.39
H: -3.11 -0.41 -1.60
H: 2.15 -1.02 0.57
H: -0.10 1.65 1.10
H: 1.19 2.72 1.49

Energy ... -776.1402 a.u.
Lowest unoccupied orbital energy ... 0.5 eV
HOMO level ... -9.97 eV


This record from the OMol25 dataset describes the molecule C3H6N2O2S. The level of theory is ωB97M-V with the def2-TZVPD basis set.

CARTESIAN COORDINATES (ANGSTROEM)
C: 1.22 -1.46 0.00
C: 0.74 -0.04 -0.14
N: -0.43 0.41 -0.36
S: -1.74 -0.61 -0.14
C: -3.15 0.39 -0.10
O: -3.15 1.56 0.00
N: 1.78 0.78 -0.21
O: 1.49 2.15 -0.14
H: 2.34 -1.39 -0.18
H: 1.17 -1.98 1.01
H: 0.67 -2.11 -0.79
H: -4.01 -0.36 -0.04
H: 2.54 0.53 0.49
H: 0.55 2.12 0.58

Energy ... -775.9679 a.u.
Lowest unoccupied orbital energy ... 0.6 eV
HOMO level ... -8.80 eV


This record from the OMol25 dataset describes C3H6N2O2S3Sm as an isolated structure. The level of theory is ωB97M-V with the def2-TZVPD basis set.

CARTESIAN COORDINATES (ANGSTROEM)
Sm: 2.13 1.03 -0.13
C: -2.15 0.39 -2.56
O: -2.14 0.16 -1.12
C: -1.04 0.43 -0.47
O: -0.01 0.90 -1.02
N: -1.10 0.21 0.83
N: 0.08 0.41 1.54
H: -3.17 0.19 -2.86
H: -1.47 -0.32 -3.03
H: -1.87 1.42 -2.75
H: -1.92 -0.23 1.24
H: 0.47 -0.49 1.83
H: -0.09 0.99 2.36
S: 3.59 -2.59 2.43
C: 3.08 -1.31 1.58
S: 3.24 0.34 2.15
S: 2.36 -1.54 -0.01

Energy ... -2230.2228 a.u.
Lowest unoccupied orbital energy (alpha / beta) ... -5.3 / -4.4 eV
<S²> ... 8.7906
Multiplicity ... 6
HOMO level (alpha / beta) ... -10.98 / -10.98 eV
Net charge ... +1